{
  "formula": "C38H34IN2PS2Sr",
  "method": "wB97M-V/def2-TZVPD",
  "e_above_lowest_ev": 3.612,
  "gap_ha": 0.273,
  "elements": ["Sr", "C", "N", "C", "C", "N", "C", "C", "C", "C", "C", "C", "C", "S", "C", "C", "C", "C", "C", "C", "S", "H", "H", "H", "H", "H", "H", "H", "H", "H", "H", "H", "H", "H", "H", "H", "H", "H", "H", "I", "C", "C", "C", "C", "C", "C", "C", "C", "C", "P", "C", "C", "C", "C", "C", "C", "C", "C", "C", "C", "C", "C", "C", "H", "H", "H", "H", "H", "H", "H", "H", "H", "H", "H", "H", "H", "H", "H", "H"],
  "coordinates": [[0.308194, -0.765509, 0.609711], [0.505345, -1.131653, -2.496313], [1.498528, -1.673842, -1.554098], [1.481711, -3.144831, -1.545486], [0.303753, -3.745279, -0.794064], [0.286643, -3.404678, 0.631473], [-0.941573, -3.908719, 1.261896], [1.446938, -3.827716, 1.404318], [2.163784, -4.963009, 1.037860], [3.242787, -5.405186, 1.783847], [3.599588, -4.708829, 2.930565], [2.881809, -3.591005, 3.311402], [1.792667, -3.112909, 2.570969], [0.926058, -1.700810, 3.172176], [2.821617, -1.112582, -1.838827], [3.743427, -1.872368, -2.558115], [5.008917, -1.377669, -2.835273], [5.357529, -0.111245, -2.401854], [4.423646, 0.646776, -1.710003], [3.143935, 0.181391, -1.417675], [1.024546, 2.523890, -2.378910], [0.666429, -1.517641, -3.510459], [0.581809, -0.041530, -2.527795], [-0.514015, -1.404583, -2.194414], [2.405019, -3.484528, -1.079628], [1.457069, -3.543855, -2.568431], [0.303904, -4.830694, -0.961198], [-0.642351, -3.391872, -1.217627], [-0.997781, -5.002436, 1.201316], [-1.817450, -3.488122, 0.759628], [-0.951633, -3.602193, 2.306697], [1.884646, -5.518942, 0.151806], [3.793378, -6.282910, 1.472910], [4.439618, -5.036722, 3.529432], [3.157223, -3.048247, 4.206025], [3.489513, -2.862001, -2.912790], [5.712669, -1.985409, -3.389267], [6.342746, 0.288533, -2.606531], [4.702781, 1.647578, -1.392087], [1.937485, 1.870847, -0.322924], [0.908087, 3.647554, 0.665238], [1.860445, 4.388015, 1.311697], [1.605507, 5.674499, 1.834090], [0.380191, 6.231701, 1.649481], [-0.650874, 5.505038, 1.002777], [-1.914179, 6.115215, 0.819068], [-2.939285, 5.439373, 0.232305], [-2.752074, 4.097450, -0.143484], [-1.545870, 3.463934, 0.020891], [-1.480272, 1.665000, -0.316325], [-2.147741, 0.946807, 1.239493], [-2.692018, -0.345923, 1.244431], [-2.947506, -1.013525, 2.436321], [-2.641613, -0.415288, 3.648820], [-2.085854, 0.855362, 3.660325], [-1.837341, 1.530511, 2.472962], [-2.813347, 1.339407, -1.519131], [-4.153554, 1.169219, -1.171185], [-5.103099, 0.903766, -2.146633], [-4.724310, 0.810308, -3.479127], [-3.394076, 0.979699, -3.834018], [-2.439702, 1.236208, -2.859415], [-0.417570, 4.174161, 0.548023], [2.871693, 3.997084, 1.396512], [2.394536, 6.218325, 2.338103], [0.164474, 7.236525, 1.992766], [-2.046634, 7.137295, 1.154373], [-3.899715, 5.913849, 0.078759], [-3.588519, 3.553911, -0.560386], [-2.952813, -0.824311, 0.302736], [-3.382269, -2.004705, 2.413651], [-2.815791, -0.943076, 4.576253], [-1.831582, 1.324290, 4.601989], [-1.398330, 2.520532, 2.497930], [-4.459400, 1.245503, -0.134912], [-6.140723, 0.774838, -1.866100], [-5.466702, 0.605939, -4.239882], [-3.095838, 0.910450, -4.872256], [-1.397275, 1.375586, -3.124415]],
  "forces_ev_per_angstrom": [[0.011, 0.015, 0.210], [-0.006, 0.025, -0.014], [0.060, -0.026, -0.026], [-0.012, -0.016, -0.008], [-0.004, 0.012, -0.017], [0.001, 0.066, 0.001], [0.003, -0.029, 0.036], [-0.047, 0.036, 0.099], [0.023, -0.031, -0.022], [-0.002, 0.019, 0.021], [-0.021, -0.001, -0.028], [0.049, -0.016, -0.019], [-0.007, -0.074, -0.162], [-0.075, 0.069, 0.049], [0.001, -0.004, -0.007], [-0.009, -0.003, 0.013], [0.002, -0.001, 0.007], [0.003, 0.014, 0.002], [-0.007, -0.004, 0.004], [-0.014, 0.049, -0.022], [0.022, -0.025, 0.020], [-0.004, -0.008, 0.004], [0.003, -0.005, 0.005], [0.012, -0.014, -0.001], [-0.003, 0.007, -0.001], [0.017, 0.009, -0.001], [0.001, 0.002, 0.006], [0.003, 0.011, 0.010], [0.002, 0.004, -0.012], [0.004, 0.001, -0.012], [-0.010, 0.005, -0.004], [-0.012, 0.005, -0.001], [0.000, -0.002, -0.001], [0.002, 0.000, 0.000], [-0.010, 0.008, -0.001], [0.006, -0.002, -0.004], [-0.002, -0.003, 0.000], [0.002, -0.002, -0.001], [0.012, 0.000, -0.005], [0.048, -0.009, -0.085], [0.002, -0.034, 0.000], [0.000, -0.026, -0.018], [0.019, 0.001, 0.011], [0.008, 0.026, 0.014], [-0.032, -0.030, -0.014], [0.030, 0.002, 0.015], [-0.038, -0.004, -0.022], [0.022, -0.008, 0.012], [0.005, -0.052, -0.045], [-0.024, -0.023, -0.020], [0.082, 0.015, 0.136], [-0.012, -0.047, -0.047], [0.007, 0.006, -0.028], [0.013, 0.017, 0.017], [0.001, -0.018, 0.029], [-0.046, -0.015, -0.106], [0.000, -0.001, 0.006], [-0.026, 0.017, -0.056], [0.000, -0.006, 0.018], [-0.001, -0.004, -0.009], [0.020, -0.002, -0.007], [-0.042, 0.005, 0.029], [0.002, 0.036, 0.045], [0.002, 0.008, 0.000], [-0.011, 0.013, 0.001], [0.005, -0.001, 0.004], [0.005, 0.000, 0.005], [-0.005, -0.014, -0.003], [-0.027, 0.024, -0.006], [-0.005, 0.013, 0.000], [0.003, -0.004, 0.002], [-0.004, 0.003, 0.001], [0.001, 0.002, -0.003], [0.009, 0.009, 0.019], [0.005, 0.003, 0.003], [0.000, 0.001, -0.001], [-0.002, 0.000, 0.001], [0.002, 0.000, 0.000], [-0.009, 0.004, -0.014]]
}